# 1
{
  "formula": "C7H13NO2S",
  "method": "ωB97M-V/def2-TZVPD",
  "total_energy_ev": -23883.5896,
  "e_lumo_ev": [0.7293, -1.7918],
  "molar_mass_da": 175.3,
  "e_above_lowest_ev": 2.082,
  "multiplicity": 3,
  "orbital_gap_ev": [7.0, 7.9],
  "elements": ["H", "C", "H", "C", "H", "H", "C", "N", "S", "C", "H", "H", "H", "H", "C", "H", "C", "H", "C", "H", "O", "H", "O", "H"],
  "coordinates": [[2.7120, -2.1124, 0.5822], [-1.1376, 1.0413, -0.9779], [-3.5069, 2.2242, -1.1391], [-3.1688, 1.2329, -0.7587], [1.5932, 0.6328, 2.4792], [-1.7051, -0.7972, -3.0635], [-2.2981, 0.5422, -1.7535], [-2.5961, -0.3744, -2.6069], [-0.2825, -1.0349, -0.1851], [0.7149, 0.1803, 2.0318], [0.3360, -0.5000, 2.8314], [-3.9461, 0.7601, -0.0857], [1.1102, -2.6454, 0.7879], [1.9918, 1.5912, -0.0615], [1.7965, -1.8695, 1.1237], [0.0945, 1.0513, 1.7378], [2.0773, 0.4889, -0.0984], [3.0240, 0.3453, 0.2211], [1.1228, -0.5133, 0.7176], [-0.1871, 1.4643, -1.4269], [0.2997, -1.5838, -1.4188], [1.8042, 0.2706, -1.0561], [-1.9301, 1.6274, -0.0638], [2.0814, -2.0220, 2.1835]],
  "lowdin_charge": [0.080, -0.246, 0.137, -0.061, 0.079, 0.084, -0.424, 0.123, 0.974, -0.099, 0.094, 0.146, 0.045, 0.096, -0.098, 0.079, -0.040, 0.042, -0.733, 0.145, -0.460, 0.020, -0.073, 0.089]
}

---

# 2
{
  "formula": "C5H34O14",
  "method": "ωB97M-V/def2-TZVPD",
  "total_energy_ev": -34397.3581,
  "e_lumo_ev": -0.2365,
  "molar_mass_da": 318.3,
  "e_above_lowest_ev": 6.891,
  "orbital_gap_ev": 8.0,
  "elements": ["H", "H", "H", "H", "C", "H", "H", "O", "C", "O", "H", "O", "H", "C", "H", "H", "H", "O", "O", "O", "H", "H", "O", "H", "H", "H", "O", "H", "O", "H", "H", "H", "O", "H", "C", "H", "H", "H", "H", "H", "H", "H", "O", "H", "H", "H", "H", "H", "O", "O", "O", "C", "H"],
  "coordinates": [[-3.2201, 3.0396, 1.4153], [-2.7272, -1.8486, -0.2317], [-2.3002, 2.5165, -1.0892], [3.3567, 0.5820, -1.0618], [-0.5624, 1.5025, -1.1134], [0.4164, 0.2186, -4.7259], [3.0497, 1.5611, 2.1211], [3.0532, -1.5793, 1.6180], [2.2105, 1.9474, 2.7436], [3.4279, -0.2702, -0.6082], [3.0944, 3.3482, -0.9665], [-0.2527, -1.3969, 2.3281], [-1.5671, -0.7298, -3.1182], [0.9161, 1.0979, 0.8658], [-4.1465, -2.0752, 0.5020], [0.0899, -1.1558, 1.4555], [-3.3007, 0.2373, 3.2183], [2.6307, 3.4521, -0.1593], [-0.9045, -0.6987, -3.8904], [2.1190, -3.7723, -0.9441], [1.3266, -4.1933, -1.2971], [1.8834, -1.9933, -1.4716], [1.4447, -1.3100, -1.9803], [-1.1351, -1.5329, -4.3424], [1.7814, 0.5350, 0.4136], [2.7729, -0.6688, -1.2562], [-3.3420, 0.6520, 2.3561], [3.3955, -1.2184, 2.4129], [-3.0941, -2.2694, 2.6380], [0.0641, 2.4424, 2.0703], [-2.7387, -2.4927, -1.7350], [2.5823, 2.9549, 2.3906], [-2.4989, -2.3562, -2.6571], [-2.4351, -2.8507, 2.2749], [0.9003, 1.7934, 1.9937], [-1.7650, 3.4446, 1.3578], [0.2886, 1.6968, -1.9223], [-2.7813, 0.2163, 1.7413], [0.9894, -0.0771, -3.4294], [-3.2786, -1.8474, -2.8502], [-2.5191, -1.6604, 3.1638], [-1.1169, 0.6736, 0.7805], [-1.5503, 2.2913, -1.6728], [2.3465, 4.3363, -0.0367], [0.5751, -1.4562, 2.8994], [3.3110, -1.1261, 0.7341], [0.8191, -1.0502, -1.2749], [1.8984, 1.8378, 3.7847], [1.0794, 0.5640, -4.1335], [-2.5410, 3.4065, 0.7937], [-3.6513, -1.6570, -0.2330], [-0.3909, 0.9780, 0.0944], [1.9965, -4.0391, 0.0336]],
  "lowdin_charge": [0.063, 0.008, 0.080, 0.073, -0.171, 0.002, 0.083, -0.099, -0.092, -0.091, 0.026, -0.077, 0.069, -0.159, 0.069, 0.005, 0.034, -0.005, -0.112, -0.066, 0.051, 0.007, -0.043, 0.062, 0.087, 0.026, -0.030, 0.004, -0.069, 0.086, 0.006, 0.071, -0.047, 0.020, -0.178, 0.026, 0.160, -0.020, -0.042, 0.052, 0.037, 0.047, 0.000, 0.032, 0.084, 0.015, 0.061, 0.074, -0.097, -0.054, -0.041, -0.129, 0.106]
}

---

# 3
{
  "formula": "C55H40N4O8Ru",
  "method": "ωB97M-V/def2-TZVPD",
  "total_energy_ev": -82604.5959,
  "e_lumo_ev": [1.3144, 1.3144],
  "total_charge": -1,
  "molar_mass_da": 986.0,
  "e_above_lowest_ev": 0.000,
  "multiplicity": 2,
  "orbital_gap_ev": [5.2, 5.2],
  "elements": ["H", "C", "C", "C", "C", "C", "C", "H", "N", "H", "C", "C", "C", "C", "H", "H", "C", "H", "H", "C", "O", "H", "O", "H", "H", "H", "C", "C", "H", "C", "O", "H", "C", "N", "H", "H", "H", "O", "C", "H", "C", "C", "H", "N", "H", "C", "C", "C", "C", "H", "C", "C", "C", "O", "C", "H", "C", "Ru", "C", "C", "H", "C", "C", "H", "H", "C", "C", "C", "O", "C", "H", "H", "H", "C", "H", "H", "C", "H", "O", "C", "H", "H", "C", "C", "C", "C", "H", "H", "C", "C", "C", "N", "H", "C", "H", "O", "C", "C", "H", "C", "C", "H", "H", "C", "C", "C", "C", "H"],
  "coordinates": [[4.8171, 4.7201, -0.3703], [-0.8092, -0.7982, -3.8935], [2.3499, 2.2388, 1.2968], [2.3195, -3.4215, 1.2046], [4.4353, -0.2232, 1.8136], [-0.9739, -1.9699, -1.4802], [-3.7126, 4.6526, 2.1959], [3.6798, -0.5579, 2.5151], [0.2056, -1.1133, -1.6836], [-4.2363, 1.3631, 3.8016], [5.1591, -0.0007, -0.4525], [-0.9301, -3.3107, -1.6851], [-3.8360, -3.3701, 0.7558], [-4.3453, 0.9433, 2.8074], [-1.0363, 1.8454, -5.9798], [5.1340, -2.8339, -0.5691], [-3.4499, -0.4051, 1.0089], [-1.1689, -1.8099, -3.7771], [-3.1540, -6.4810, 1.9192], [-5.4876, 1.2143, 2.0620], [-4.7513, 6.1294, 3.6300], [-2.4271, -0.0467, 2.8359], [-6.6879, 4.8857, -0.5728], [0.2568, -5.0460, -2.2344], [-1.8444, 3.7095, 2.7085], [5.0158, -0.1487, -1.5162], [4.5893, -4.7191, 0.2842], [0.2453, -3.9804, -2.0565], [-4.7035, -0.5093, -0.7378], [-1.7752, -4.8314, 1.8824], [1.8477, -0.8161, 0.7835], [1.7818, -5.3046, 2.0767], [-3.0015, -5.4408, 1.6556], [-5.7662, 4.1362, -0.8331], [-3.5712, 2.6076, -1.0371], [2.3881, -3.7146, -2.1469], [4.6835, 4.5653, 2.0907], [-2.8537, 5.3172, 4.2284], [3.6498, -5.4228, 1.0286], [-0.9615, -5.3974, 2.3217], [2.9432, -1.2432, 0.0806], [-0.0041, -0.2660, -2.8882], [-1.8500, -3.8617, -1.5267], [1.5026, 1.5830, -0.8757], [2.7564, -0.1771, -1.8181], [-0.7293, 1.2311, -5.1429], [1.5169, 1.7338, -2.1928], [-2.6042, -2.7560, 0.9685], [-3.6059, 3.1938, -0.1314], [3.1185, 2.9485, 3.1387], [4.1185, 4.0433, 0.1087], [2.3690, 2.3521, -0.1130], [3.3433, 3.3017, -2.1143], [-1.4222, 1.5179, -0.5414], [-2.5862, 3.0841, 0.8016], [4.0871, 3.9259, -2.5963], [-1.5815, -3.4989, 1.5443], [0.2328, 0.2566, 0.0031], [-4.6628, 4.0424, 0.1398], [2.7224, -1.2056, -1.4748], [7.0325, 1.0048, -0.7481], [5.5802, 0.4192, 2.2486], [-3.3382, 0.1469, 2.2838], [7.4204, 1.3745, 1.6699], [3.5288, -1.7382, -1.9812], [-1.4513, 2.1300, 0.5625], [-4.7530, 4.7886, 1.2968], [3.1531, 3.0378, 2.0602], [-5.7086, 3.4379, -1.8225], [4.0436, 3.9537, 1.4665], [1.4465, -2.8803, 1.5427], [-5.0018, -5.1618, 0.9227], [-2.2727, -0.2711, -1.3766], [-4.5921, -0.1182, 0.2665], [-4.6546, -2.8042, 0.3248], [5.7358, 0.5865, 3.3087], [2.4739, 2.5547, -2.8416], [-3.0824, -1.8394, -1.4657], [-1.1058, -0.9046, 1.0606], [3.2817, 3.2491, -0.7079], [-1.8248, -0.5152, -5.7530], [2.5148, 2.5538, -3.9206], [-2.6346, 3.8155, 1.9798], [6.5268, 0.8638, 1.3308], [-5.6038, 0.6838, 0.7862], [0.1215, 1.7450, -4.1846], [-6.4801, 0.8971, 0.1837], [1.7024, 1.5127, 1.7556], [0.5323, 1.0227, -3.0563], [1.4270, -3.2252, -2.0477], [1.4428, -1.8882, -1.8014], [-3.7761, 5.4261, 3.4493], [-5.5922, 5.4358, 1.4915], [6.3085, 0.6561, -0.0202], [3.8035, -6.4725, 1.2500], [-0.5929, 1.9619, 1.4493], [4.3874, -3.3765, 0.0014], [-1.1761, -0.0696, -5.0092], [5.4834, -5.2176, -0.0725], [3.2431, -2.7169, 0.4459], [-4.0351, -4.7018, 1.0942], [-6.2742, 1.8388, 2.4702], [0.4644, 2.7650, -4.2883], [-2.2983, -1.3088, 0.5257], [4.2078, -0.4489, 0.4567], [2.5191, -4.7661, 1.4919], [-2.2322, -1.3034, -1.0366], [-0.6396, -2.9940, 1.7069]],
  "lowdin_charge": [0.107, -0.005, -0.023, -0.010, -0.028, -0.210, -0.116, 0.127, -0.032, 0.103, -0.046, -0.050, -0.038, -0.082, 0.101, 0.111, -0.136, 0.118, 0.090, -0.110, 0.069, 0.125, 0.069, 0.096, 0.137, 0.104, -0.098, -0.043, 0.109, -0.080, -0.279, 0.091, -0.113, -0.348, 0.135, 0.117, 0.100, 0.084, -0.111, 0.090, -0.481, -0.112, 0.123, 0.024, 0.093, -0.081, -0.220, -0.138, 0.079, 0.109, -0.045, -0.157, -0.014, -0.087, -0.081, 0.114, -0.015, 1.259, -0.123, -0.062, 0.094, -0.088, -0.015, 0.092, 0.117, -0.603, 0.078, -0.064, 0.081, -0.082, 0.099, 0.093, 0.103, -0.046, 0.105, 0.098, -0.022, 0.121, -0.282, -0.161, 0.103, 0.109, 0.085, -0.110, -0.097, -0.039, 0.100, 0.089, -0.084, -0.036, -0.166, -0.351, 0.129, -0.094, 0.090, -0.013, -0.043, -0.070, 0.093, -0.149, -0.099, 0.098, 0.108, -0.487, -0.147, -0.077, -0.070, 0.097]
}

---

# 4
{
  "formula": "C3H11N3O",
  "method": "ωB97M-V/def2-TZVPD",
  "total_energy_ev": -9802.3283,
  "e_lumo_ev": 0.6841,
  "molar_mass_da": 105.1,
  "e_above_lowest_ev": 5.673,
  "orbital_gap_ev": 8.0,
  "elements": ["H", "O", "C", "H", "H", "H", "C", "N", "H", "N", "H", "N", "H", "H", "C", "H", "H", "H"],
  "coordinates": [[-2.1158, 0.4681, -1.1861], [-0.2207, -1.5492, 1.6437], [-0.1655, -1.2486, 0.2474], [0.6997, -1.5462, 1.9428], [2.4014, 0.3985, 0.2857], [-1.9826, 1.1863, 0.9708], [1.5432, 0.8176, -0.2199], [1.0224, -1.4408, -0.3835], [-0.7826, 0.6222, 1.9475], [-0.3891, 0.3319, 0.0359], [-0.8690, 1.6822, -1.5028], [-0.9706, 1.1028, 1.0716], [-0.6051, -0.0249, -1.9913], [1.5510, -2.3058, -0.3244], [-1.0326, 0.6363, -1.2421], [1.2875, 1.7981, 0.1746], [-1.0523, -1.7475, -0.1783], [1.6806, 0.8193, -1.2916]],
  "lowdin_charge": [0.090, -0.051, -0.539, 0.084, 0.034, 0.089, 0.096, -0.032, 0.083, -0.264, 0.090, 0.070, 0.089, 0.024, -0.073, 0.038, 0.131, 0.040]
}

---

# 5
{
  "formula": "C4H14N3",
  "method": "ωB97M-V/def2-TZVPD",
  "total_energy_ev": -8838.2902,
  "e_lumo_ev": -3.1306,
  "total_charge": 1,
  "molar_mass_da": 104.2,
  "e_above_lowest_ev": 1.732,
  "orbital_gap_ev": 9.8,
  "elements": ["H", "H", "H", "N", "H", "H", "H", "H", "H", "C", "C", "H", "H", "C", "H", "H", "H", "H", "N", "C", "N"],
  "coordinates": [[0.4055, 0.5974, -2.3886], [2.4199, -2.4244, 0.5960], [2.1991, 1.7130, -1.1163], [1.7213, -2.0625, 1.2562], [1.4840, -2.7779, 1.9678], [-1.3260, 2.5804, -0.9398], [-1.7630, 1.5449, -2.1756], [-1.9934, -0.9946, 0.1799], [0.2890, 0.2086, 1.6305], [1.2186, 2.1483, -1.1560], [0.5703, -1.6393, 0.4615], [0.8286, -1.0303, -0.4665], [-2.2458, 0.1410, 1.3216], [-0.2989, -0.6938, 1.3556], [-1.3725, 0.5185, -0.0515], [-0.6341, -1.2146, 2.3265], [-0.0280, -2.4766, 0.0702], [0.9946, 3.0350, -0.5422], [-1.1602, 1.6203, -1.3604], [0.2291, 1.4166, -1.6688], [-1.5381, -0.2100, 0.6998]],
  "lowdin_charge": [0.118, 0.087, 0.059, -0.003, 0.097, 0.137, 0.102, 0.179, 0.134, 0.015, -0.282, 0.114, 0.154, -0.169, 0.078, 0.153, 0.110, 0.075, -0.015, -0.285, 0.142]
}

---

# 6
{
  "formula": "C11H32FNNbO2",
  "method": "ωB97M-V/def2-TZVPD",
  "total_energy_ev": -21774.4431,
  "e_lumo_ev": 2.8390,
  "total_charge": -1,
  "molar_mass_da": 322.3,
  "orbital_gap_ev": 7.4,
  "elements": ["H", "F", "H", "C", "H", "C", "H", "H", "H", "H", "C", "H", "H", "O", "H", "H", "H", "H", "O", "C", "C", "H", "H", "C", "C", "H", "Nb", "C", "H", "H", "H", "N", "H", "H", "H", "H", "H", "H", "H", "H", "H", "H", "H", "H", "C", "C", "C", "H"],
  "coordinates": [[1.0119, 3.2050, -3.9490], [3.6391, 3.6056, -3.2912], [-1.6776, 2.6147, -0.0959], [-3.5611, 2.0362, 3.3211], [-1.7684, 0.3941, -1.9558], [3.0453, -2.8770, -0.7731], [0.4686, -2.4230, 1.2082], [-2.9972, 1.7860, 5.3899], [0.4298, 0.2188, -3.0610], [2.8726, 1.8160, -3.7972], [-2.1477, 0.2173, 2.6440], [3.7597, -2.1001, -1.0480], [-0.1668, -2.4832, -1.2111], [-2.3243, 1.6224, 2.7800], [1.2062, -4.0328, 1.0732], [-1.5179, 1.9101, -3.6552], [-3.2092, 0.0477, 0.7890], [4.3697, 1.8179, -1.7490], [1.7959, -2.3300, -1.1152], [3.2842, 1.9075, -1.6832], [-3.8283, 1.5301, 4.7309], [2.8399, 0.9265, -1.5227], [-3.9759, 0.4501, 4.7602], [0.6476, -3.0959, -0.8246], [3.3761, -4.1765, -1.4949], [-3.5043, 3.1254, 3.3155], [-0.3975, 1.6267, -2.1932], [2.7425, 2.5056, -2.9608], [0.2137, 0.7574, -0.6657], [-2.9046, -1.4946, 1.5934], [-1.1604, 0.1124, 2.1957], [-1.1922, 2.9892, -0.9093], [-4.7346, 1.9985, 5.1194], [3.2709, -4.0414, -2.5722], [4.4074, -4.4639, -1.2796], [-0.5257, -3.8351, 0.8140], [-2.1210, -0.2590, 3.6331], [3.0485, 2.5287, -0.8178], [2.7316, -4.9991, -1.1821], [-0.4820, 3.6061, -0.5153], [1.2445, 3.8787, -2.3325], [0.6496, -4.0439, -1.3810], [-4.3927, 1.7516, 2.6649], [3.1330, -3.0301, 0.3126], [-3.1820, -0.4527, 1.7580], [1.3159, 2.9562, -2.9247], [0.4477, -3.3655, 0.6591], [-4.1804, -0.4388, 2.1992]],
  "lowdin_charge": [0.022, -0.130, -0.061, -0.291, -0.202, -0.291, 0.075, 0.078, -0.173, 0.114, -0.276, 0.116, 0.114, -0.167, 0.060, -0.159, 0.074, 0.066, -0.181, -0.092, -0.087, 0.046, 0.063, -0.280, -0.087, 0.117, 0.879, -0.494, -0.131, 0.072, 0.112, -0.293, 0.071, 0.080, 0.069, 0.069, 0.104, 0.072, 0.061, -0.042, 0.032, 0.106, 0.108, 0.106, -0.077, -0.352, -0.083, 0.062]
}